C39H63F15NO12 | wB97M-V/def2-TZVPD

Computed properties:
LUMO energy (alpha / beta): 0.302 / 0.266 eV
2S+1: 2
HOMO energy (alpha / beta): -8.38 / -9.41 eV
<S²>: 0.754
Total charge: 0

```
130
Properties=species:S:1:pos:R:3:forces:R:3:lowdin_spin:R:1
F -2.65050 -7.46321 4.27443 0.1 0.2 0.3 0.00
F -12.35752 -2.43354 2.68774 0.3 -0.1 0.2 0.00
F -5.54587 0.72527 -7.31341 -0.3 0.1 0.1 0.00
F 1.76644 -1.78435 3.45729 0.0 -0.4 0.2 0.00
F -1.87223 -7.50460 2.27497 0.3 0.2 -0.1 0.00
F 3.35247 -0.46644 2.89188 0.5 -0.1 0.0 0.00
F -3.82064 -1.01102 0.72547 0.4 0.0 -0.1 0.00
F -4.96983 -0.58979 -1.03163 0.1 0.1 -0.5 0.00
F -4.00761 -0.02213 -6.00867 0.0 -0.1 0.4 0.00
F -3.78245 1.89031 -6.95742 0.0 0.3 0.3 0.00
F -5.22095 -2.45483 -0.00270 0.1 -0.4 -0.1 0.00
F -12.80808 -3.40495 0.82314 0.2 -0.3 -0.2 0.00
F -12.57889 -1.27257 0.89919 0.3 0.1 -0.2 0.00
F 2.12434 -1.36498 1.38125 -0.1 -0.4 0.2 0.00
F -3.81416 -6.67402 2.64705 -0.1 0.3 0.0 0.00
O -10.10371 -3.57901 1.80679 -0.6 0.1 -0.1 0.00
O 3.00373 -3.92307 2.39789 -0.3 0.6 -0.1 0.00
O 0.50297 5.18736 1.34666 0.5 0.1 0.4 0.52
O -2.04985 -1.96508 -1.13160 0.1 0.3 0.5 0.00
O 4.87584 -2.69218 2.42411 0.1 0.6 0.0 0.00
O 4.82725 2.37886 -0.35739 -0.6 0.1 -0.9 0.00
O -4.95923 2.74102 -4.64221 0.5 0.2 -0.3 0.00
O -0.82924 -5.09850 3.04910 0.2 -0.5 -0.3 0.00
O -3.76157 -2.93574 -2.20280 -0.3 0.4 0.4 0.00
O -6.40083 1.03270 -4.79525 0.4 -0.2 -0.4 0.00
O -9.99195 -1.92109 0.30375 -0.3 0.4 -0.2 0.00
O -2.79540 -4.59642 3.99641 -0.1 -0.6 -0.1 0.00
N 1.53921 4.54270 0.95384 -0.9 -1.0 -1.5 0.36
C -2.18138 -4.76339 -2.50364 0.0 0.0 0.4 0.00
C -2.83755 -3.54440 -3.12026 0.4 -0.5 -0.5 0.00
C -2.57175 -6.76819 3.13435 -0.5 -1.1 -0.3 0.00
C 3.65045 -0.46296 -0.84062 -0.1 0.1 -0.9 0.00
C 3.44198 2.67152 -0.53637 -1.8 0.2 -0.3 0.00
C -5.34199 1.74696 -5.17877 -0.9 0.0 1.0 0.00
C -2.29470 -3.28513 4.30093 0.2 0.8 0.1 0.00
C 3.79476 -5.11473 2.26928 0.3 -0.7 0.1 0.00
C -4.30774 -1.55534 -0.38615 -0.9 0.5 0.8 0.00
C -4.66590 1.08589 -6.37410 0.5 -0.4 -1.1 0.00
C 2.28511 6.45197 -0.36746 0.1 -0.6 0.0 0.00
C -8.71060 -3.85910 1.59444 0.7 -0.1 0.1 0.00
C -10.60910 -2.57631 1.08698 1.1 -0.6 0.1 0.00
C 4.37117 -5.53243 3.60689 0.0 0.3 0.2 0.00
C 2.73220 2.27354 0.80615 0.8 1.2 0.4 0.00
C 8.47390 3.56487 0.35960 0.2 0.3 0.3 0.00
C 8.94771 2.37223 1.29975 0.0 1.1 -1.2 0.00
C 1.97406 4.89541 -0.40545 0.4 2.2 -1.7 0.03
C 0.12776 2.42523 0.71730 -0.1 0.9 0.1 0.02
C -12.09681 -2.41636 1.37684 -1.2 0.3 0.3 0.00
C 3.68683 -2.77856 2.46406 0.2 -1.3 -0.2 0.00
C 2.73201 -1.59394 2.55334 -0.8 1.0 0.2 0.00
C 1.47061 3.09953 1.22054 -0.6 -1.9 2.3 0.03
C -7.83625 -2.87555 2.34498 -0.1 0.3 0.1 0.00
C 0.83462 4.75530 -1.50287 0.0 -0.1 0.6 0.02
C 2.74577 1.87799 -1.70821 1.2 -0.2 -1.2 0.00
C -7.10709 1.52872 -3.64582 -0.5 0.2 0.5 0.00
C 3.38065 0.48779 -2.06192 -0.3 -0.4 0.3 0.00
C 3.30368 4.21211 -0.85248 0.1 0.0 1.5 0.00
C 7.33927 4.41508 1.03652 0.0 0.2 0.1 0.00
C -2.34282 -2.39051 3.08015 0.0 -0.2 -0.3 0.00
C 8.17667 3.10430 -1.10261 0.6 -0.8 0.2 0.00
C 5.63930 2.76321 -1.45753 2.2 -0.8 0.2 0.00
C -3.21843 -2.16890 -1.25738 0.4 -0.7 -1.1 0.00
C -8.01793 2.67991 -4.02148 0.1 0.2 -0.3 0.00
C 7.04012 2.03287 -1.24043 -0.2 0.4 -0.2 0.00
C -1.94088 -5.39976 3.36244 0.0 1.2 0.5 0.00
C 7.37943 1.01483 -2.37863 0.8 0.1 0.4 0.00
C 1.37776 2.96700 2.81340 0.2 -0.3 -0.3 0.01
H -3.35146 -2.35750 2.66821 0.0 0.1 0.2 0.00
H 7.15155 4.07151 2.08294 0.2 0.3 -0.7 0.00
H 4.90612 -6.47838 3.51505 -0.1 0.0 0.0 0.00
H 3.48895 4.45963 -1.92213 -0.3 -0.4 0.7 0.00
H 8.17976 0.33154 -1.99641 -0.6 0.4 -0.3 0.00
H 0.80896 3.74800 -1.96591 0.1 0.8 0.0 0.00
H 9.36641 4.23756 0.29553 -0.7 -0.5 -0.1 0.00
H -8.69611 2.38474 -4.82417 -0.1 -0.1 0.1 0.00
H 3.57686 -5.64475 4.34701 0.0 -0.1 -0.1 0.00
H 2.84768 2.51298 -2.62734 -0.2 -0.6 0.6 0.00
H 3.00747 6.64515 0.45310 -0.5 0.1 -0.4 0.00
H 2.63625 -0.04019 -2.71142 0.6 0.4 0.4 0.00
H -2.09936 -2.81542 -3.45768 -0.1 0.1 0.2 0.00
H -8.09471 -2.86433 3.40547 0.1 -0.1 0.0 0.00
H 2.44970 1.20132 0.86870 0.2 0.7 -0.3 0.00
H -3.42131 -3.84135 -3.99083 -0.2 0.1 0.2 0.00
H 2.06720 2.16118 3.16352 -0.5 0.6 -0.2 0.00
H 6.35735 4.37480 0.52100 0.6 -0.2 0.2 0.00
H -0.17079 4.94402 -1.06891 0.7 0.0 -0.1 0.00
H 6.52611 0.37537 -2.68760 0.4 0.6 0.1 0.00
H 1.34364 7.01357 -0.21569 0.6 -0.2 0.0 0.00
H -0.73957 3.01673 1.09989 0.7 -0.3 -0.3 0.00
H -1.28753 -3.34808 4.71597 0.0 -0.2 -0.1 0.00
H -1.68721 -2.76277 2.29140 0.1 0.1 0.1 0.00
H 3.49272 2.42537 1.61486 -0.5 0.0 -0.7 0.00
H 2.69116 -0.93203 -0.56516 0.7 0.1 -0.2 0.00
H -8.48186 -3.86970 0.52765 -0.2 0.2 0.0 0.00
H 7.84656 1.54316 -3.24576 -0.7 -0.4 0.4 0.00
H -7.44586 3.53494 -4.38361 0.0 0.0 0.1 0.00
H -1.54043 -5.26255 -3.23109 -0.1 0.0 0.0 0.00
H 5.89267 3.85198 -1.46410 -0.8 -0.7 -0.1 0.00
H 4.37633 -1.23566 -1.19396 -0.6 0.4 0.5 0.00
H -8.60581 3.00001 -3.16060 0.0 -0.1 0.0 0.00
H -1.57300 -4.49118 -1.64015 0.1 0.0 -0.1 0.00
H -6.40595 1.80848 -2.85811 0.1 0.0 -0.2 0.00
H 7.62827 5.49413 1.06495 -0.2 -0.8 0.1 0.00
H 5.27013 2.42366 -2.44931 -0.3 0.5 0.6 0.00
H 8.00229 3.97189 -1.78244 0.0 -0.5 0.5 0.00
H 5.06377 -4.78245 3.99075 0.0 -0.1 -0.1 0.00
H -6.78354 -3.14044 2.23984 -0.1 -0.1 0.0 0.00
H 8.08967 1.92807 1.83941 0.6 0.0 -0.3 0.00
H 4.29873 0.56409 -2.69138 -0.6 0.3 0.6 0.00
H -8.53888 -4.86640 1.97242 -0.3 0.0 0.0 0.00
H 1.65555 1.72468 -1.57170 0.7 0.3 0.4 0.00
H 4.12507 4.72053 -0.28231 -0.6 -0.4 -0.3 0.00
H 0.02478 1.41878 1.18484 0.3 0.6 -0.6 0.00
H 0.03333 2.41020 -0.38609 0.1 -0.3 0.6 0.00
H 2.75571 6.76626 -1.33061 -0.4 -0.3 0.7 0.00
H 1.02162 5.56761 -2.23993 -0.1 -0.9 0.2 0.00
H -7.70310 0.69815 -3.26900 0.2 -0.1 -0.2 0.00
H 9.11838 2.62170 -1.47634 -0.6 0.4 0.3 0.00
H 3.12339 -5.88958 1.90072 -0.2 0.3 0.0 0.00
H 4.57472 -4.97586 1.51902 0.0 0.2 0.1 0.00
H 9.46023 1.64710 0.62468 -0.3 0.2 0.8 0.00
H 9.69632 2.82255 1.99186 -0.7 -0.7 -0.2 0.00
H -2.03128 -1.37666 3.33419 0.0 0.0 0.0 0.00
H 1.66233 3.92565 3.30216 -0.3 -0.7 -0.3 0.00
H 6.99440 1.44653 -0.29040 -0.2 0.6 -0.6 0.00
H -2.93722 -5.46912 -2.15409 0.0 0.0 -0.1 0.00
H 0.35022 2.66622 3.10449 0.6 0.5 0.0 0.00
H -2.94037 -2.88081 5.07994 -0.1 -0.3 0.0 0.00
H -7.97297 -1.85983 1.97184 0.1 -0.1 -0.1 0.00
H 4.04938 0.04378 0.05920 0.0 -0.3 -0.7 0.00
```
Positions in Å, forces in eV/Å.